# 1
Below is C17H15N13Re as an isolated structure in a non-equilibrium geometry, with properties calculated with the ωB97M-V functional and the def2-TZVPD basis.

Structure (XYZ):
```
46
Properties=species:S:1:pos:R:3:mulliken_spin:R:1
Re 1.0798 -0.0214 -0.1613 0.60
N 3.4244 0.9256 3.0459 0.02
N 3.8939 1.8875 2.3359 0.03
N 0.4212 -1.7663 0.8667 -0.02
N -0.5777 1.1489 0.5858 0.04
N 1.9702 2.8402 -2.9429 0.02
N 2.8189 3.3002 -2.0959 0.03
N -1.4103 1.7937 -1.5176 -0.01
N 1.3466 1.8224 -2.4986 0.03
N 1.7949 1.5465 -1.2621 0.04
N -0.0633 -1.0702 -1.6310 0.00
N 2.5404 0.2509 2.4288 0.03
N 3.4179 2.6683 0.1283 0.14
N 2.3810 0.7703 1.2077 0.03
C -0.7657 -2.1362 -1.1742 0.01
C -0.2020 -0.7357 -2.9177 -0.01
C -2.6338 2.5762 1.8074 0.00
C 3.2615 1.8260 1.1717 0.01
C 0.7831 -2.1359 2.0976 -0.01
C -1.9170 -2.3555 -3.2755 0.00
C -1.1094 -1.3433 -3.7676 0.00
C -0.6711 1.2327 1.9366 0.00
C -0.4588 -2.5539 0.1991 0.02
C 2.7353 2.5194 -1.0258 0.00
C -2.5621 2.4931 0.4442 0.00
C -1.7064 -2.7788 -1.9741 0.00
C 0.2704 -3.2526 2.7376 0.00
C -0.6481 -4.0501 2.0743 0.00
C -1.4933 1.8021 -0.1802 0.00
C -1.6573 1.9266 2.5788 0.00
C -0.9960 -3.6991 0.7794 0.00
H -3.4173 3.1434 2.2880 0.00
H 0.4209 0.0716 -3.2824 0.00
H -1.6734 -4.3265 0.2264 0.00
H -2.1302 2.2689 -2.0423 0.00
H -0.5461 1.6146 -2.0181 0.00
H -2.2787 -3.6012 -1.5833 0.00
H -1.6623 1.9711 3.6557 0.00
H 0.5875 -3.4881 3.7387 0.00
H 1.5113 -1.5082 2.5990 0.00
H -3.2815 2.9919 -0.1902 0.00
H 0.0909 0.7248 2.5168 0.01
H -1.1899 -1.0161 -4.7894 0.00
H -1.0734 -4.9234 2.5457 0.00
H 4.0590 3.4508 0.2216 -0.01
H -2.6842 -2.8055 -3.8877 0.00
```

Computed properties:
Spin multiplicity: 2
F_max in eV/Å: 3.2
<S²>: 0.9502
E_LUMO (spin up / spin down) in eV: -9.5 / -9.9
Highest occupied orbital energy (spin up / spin down) in Ha: -0.5586 / -0.5485
Orbital gap (spin up / spin down) in eV: 5.75 / 5.03
Total charge: +2

=====

# 2
Below is a 3-piece molecular cluster, C17H15N2O8S2 overall in a non-equilibrium geometry, with properties calculated with the ωB97M-V functional and the def2-TZVPD basis.

Structure (XYZ):
```
44
Properties=species:S:1:pos:R:3:nbo_charge:R:1
S -0.4839 4.4331 -3.1695 0.03
S -1.3255 2.5952 -2.9454 0.86
O -2.2296 -5.0948 -3.1430 -0.61
O -3.6151 -0.6936 -3.9673 -0.58
O 2.5589 -0.6110 3.0597 -0.58
O 0.6698 2.3977 6.1164 -0.62
O -0.0107 -4.5248 -4.5073 -0.50
O 2.5774 1.6833 7.8259 -0.51
O 4.4214 -1.3897 4.8032 -0.62
O -1.4644 -0.1522 -5.4064 -0.64
N -2.9168 2.8121 -2.4057 -0.92
N 0.7011 2.3092 -1.2273 -0.41
C 3.5483 -0.4575 5.1774 0.31
C 1.3098 1.7498 -0.1829 0.06
C 3.5798 0.1067 6.3915 -0.37
C -1.1107 0.7590 -0.9348 -0.26
C 1.5269 0.9234 4.5187 -0.41
C 0.7248 0.7172 0.5012 -0.23
C -0.4536 1.7964 -1.5227 0.03
C -3.0248 -2.9274 -3.5020 -0.39
C 1.5540 1.4876 5.7350 0.35
C -0.8234 -3.6295 -4.4218 0.47
C -2.0928 -3.8822 -3.6553 0.33
C 2.5203 -0.0707 4.1553 0.49
C -1.5722 -1.3738 -4.8764 0.30
C -0.6359 -2.3148 -5.0276 -0.37
C -2.8224 -1.6178 -4.0872 0.47
C -0.4800 0.1742 0.1506 -0.13
C 2.5996 1.1206 6.7511 0.47
H -2.0796 0.4074 -1.2626 0.24
H -0.2171 4.7376 -1.8743 0.18
H -3.9387 -3.0945 -2.9494 0.25
H 0.9125 2.6421 7.0317 0.51
H -3.3476 1.8939 -2.2774 0.41
H 4.1871 -1.6319 3.8886 0.51
H 0.2710 -2.1469 -5.5916 0.25
H -2.2827 0.3120 -5.1490 0.50
H -1.4247 -5.5895 -3.3930 0.51
H -0.9240 -0.6468 0.6928 0.25
H -2.8513 3.1859 -1.4554 0.39
H 1.2494 0.3102 1.3601 0.27
H 2.2629 2.1615 0.1204 0.23
H 4.3168 -0.1622 7.1348 0.25
H 0.7804 1.1817 3.7808 0.23
```

Computed properties:
F_max in eV/Å: 2.2
E_LUMO in eV: -3.9
Highest occupied orbital energy in Ha: -0.4307
Orbital gap in eV: 7.79
Total charge: +1

=====

# 3
Below is one molecule with the formula C17H15N3O3S2 in a non-equilibrium geometry, with properties calculated with the ωB97M-V functional and the def2-TZVPD basis.

Structure (XYZ):
```
40
Properties=species:S:1:pos:R:3:nbo_charge:R:1
S 0.7199 -0.1662 -0.5041 0.30
S 2.2040 -2.8701 -0.7260 0.29
O 6.1067 2.3466 -1.6721 -0.65
O 2.3242 -0.8190 2.3171 -0.60
O 3.0185 1.6103 1.8251 -0.68
N -1.8116 0.7340 -0.2855 -0.59
N -1.4197 -1.5965 -0.4215 -0.35
N -0.4309 -2.4613 -0.5122 -0.21
C 3.8327 -0.2935 0.5849 -0.35
C -6.2736 -1.4012 -0.1519 -0.63
C 3.7809 1.0971 0.8615 0.49
C 2.9974 -1.1940 1.3585 0.57
C 4.5404 1.9795 0.0965 -0.40
C -3.7716 2.0739 -0.0547 -0.28
C -4.0169 -0.3172 -0.2168 -0.30
C 5.4252 0.1427 -1.1870 -0.32
C -5.9526 1.0778 0.0119 -0.24
C 4.6758 -0.7335 -0.4492 -0.10
C 0.7381 -1.9483 -0.5562 -0.17
C -1.0373 -0.3564 -0.3929 0.26
C -5.3940 -0.1894 -0.1187 0.03
C 2.9095 -2.6488 0.9576 -0.62
C -5.1444 2.1995 0.0436 -0.19
C 5.3572 1.5170 -0.9195 0.37
C -3.2032 0.8096 -0.1852 0.24
H -3.5622 -1.2888 -0.3175 0.26
H -7.0246 1.1831 0.0888 0.21
H 6.0714 -0.1981 -1.9787 0.23
H -1.3269 1.6203 -0.2549 0.41
H -3.1402 2.9509 -0.0297 0.20
H 3.8883 -3.1236 0.9201 0.25
H 4.4745 3.0337 0.3249 0.22
H 4.7393 -1.7850 -0.6757 0.22
H -6.8389 -1.4828 0.7756 0.22
H 2.5594 0.8615 2.2822 0.52
H -5.5839 3.1805 0.1456 0.21
H 2.2644 -3.1746 1.6627 0.25
H -6.9883 -1.3280 -0.9704 0.22
H 5.9774 3.2627 -1.3946 0.49
H -5.6842 -2.3043 -0.2816 0.22
```

Computed properties:
Relative energy (zero: lowest compared OMol25 entry of this formula, charge and spin) in kJ/mol: 108.9
Structure (SMILES): Cc1cccc(Nc2nnc(SCC(=O)c3ccc(O)cc3O)s2)c1
F_max in eV/Å: 1.8
E_LUMO in eV: -0.1
Highest occupied orbital energy in Ha: -0.2977
Orbital gap in eV: 8.00
Total charge: 0

=====

# 4
Below is one molecule with the formula C17H15N3O5 in a non-equilibrium geometry, with properties calculated with the ωB97M-V functional and the def2-TZVPD basis.

Structure (XYZ):
```
40
Properties=species:S:1:pos:R:3:nbo_charge:R:1
O 1.6524 2.0169 -4.6558 -0.48
O 0.9414 0.0603 0.7741 -0.58
O 0.9879 -2.9229 2.6556 -0.59
O 0.2371 -1.3459 -0.8340 -0.50
O 2.2782 0.2410 -2.9734 -0.49
N -2.5045 -1.0899 1.9155 -0.22
N -1.7746 -1.5035 1.0068 0.04
N -0.5991 -2.0887 1.2537 -0.28
C -0.0570 -2.3263 2.5244 0.66
C -0.9070 -1.8054 3.5891 -0.19
C 0.8921 2.0155 -3.5288 0.25
C 0.4853 0.9092 -1.4181 -0.25
C -0.5361 -1.8918 4.9307 -0.15
C -0.1254 2.9086 -3.2543 -0.28
C -2.5796 -0.7794 5.5486 -0.18
C 0.1954 -2.4096 0.0884 0.08
C 1.2182 0.9948 -2.5969 0.36
C -1.3705 -1.3816 5.9005 -0.20
C -0.5237 1.8432 -1.1487 -0.18
C 2.8345 -0.7160 -2.1080 -0.26
C -2.1238 -1.1955 3.2326 0.18
C -0.8271 2.8266 -2.0571 -0.22
C -2.9601 -0.6824 4.2297 -0.22
C 1.3934 2.9910 -5.6363 -0.25
C 0.6297 -0.1359 -0.3706 0.81
H 2.2386 -1.6334 -2.0914 0.18
H -1.0903 -1.4463 6.9410 0.22
H 1.1985 -2.6629 0.4593 0.23
H 0.3770 2.9031 -6.0341 0.18
H -1.6113 3.5369 -1.8485 0.22
H 1.5462 4.0040 -5.2496 0.18
H -0.3772 3.6848 -3.9586 0.22
H -0.2440 -3.2487 -0.4598 0.21
H 0.4049 -2.3598 5.1756 0.24
H 2.9449 -0.3303 -1.0901 0.18
H -3.2211 -0.3850 6.3226 0.22
H 3.8212 -0.9375 -2.5154 0.20
H 2.1091 2.7994 -6.4341 0.20
H -3.8875 -0.2176 3.9358 0.23
H -1.0664 1.7607 -0.2201 0.22
```

Computed properties:
Relative energy (zero: lowest compared OMol25 entry of this formula, charge and spin) in kJ/mol: 9.2
Structure (SMILES): COc1cccc(C(=O)OCn2nnc3ccccc3c2=O)c1OC
F_max in eV/Å: 1.4
E_LUMO in eV: 0.0
Highest occupied orbital energy in Ha: -0.3022
Orbital gap in eV: 8.21
Total charge: 0

=====

# 5
Below is one molecule with the formula C17H15N5O6 in a non-equilibrium geometry, with properties calculated with the ωB97M-V functional and the def2-TZVPD basis.

Structure (XYZ):
```
43
Properties=species:S:1:pos:R:3:nbo_charge:R:1
O -0.3161 3.4865 -0.0556 -0.35
O 3.1904 -2.9586 0.0589 -0.59
O 0.0015 1.4220 -0.5694 -0.38
O 4.0404 1.8494 4.9365 -0.39
O 1.9992 2.4953 5.1147 -0.39
O -1.9956 -0.4131 0.4773 -0.58
N -0.5903 -1.9480 -1.1731 -0.27
N -1.3245 -0.9125 -1.6369 -0.45
N -0.6777 2.4295 -0.5117 0.52
N 2.8641 1.7883 4.6354 0.53
N 1.2701 -1.9804 0.8381 -0.65
C 0.3446 -2.5327 -1.7995 0.29
C -3.8510 1.0357 -1.8345 -0.18
C -3.9090 3.4375 -2.0205 -0.20
C 3.4247 -0.0404 3.1182 -0.16
C 2.4720 0.8181 3.6583 -0.02
C 1.9944 -2.7952 0.0296 0.70
C 1.0980 -3.5387 -0.9817 -0.54
C 1.7168 -1.0620 1.7762 0.28
C 3.0509 -0.9795 2.1818 -0.27
C -2.5922 1.0991 -1.2543 -0.13
C 1.1388 0.7416 3.2602 -0.15
C -1.9320 -0.1328 -0.6951 0.69
C -2.6570 3.5192 -1.4403 -0.19
C 0.8341 -2.2812 -3.1912 -0.68
C -4.4994 2.1984 -2.2217 -0.17
C 0.7645 -0.1955 2.3262 -0.28
C -2.0054 2.3510 -1.0685 0.10
H -5.4767 2.1362 -2.6751 0.23
H 0.2784 -1.9060 0.6068 0.44
H 4.4502 0.0422 3.4440 0.25
H 0.3569 -1.4223 -3.6587 0.21
H -1.1866 -0.5465 -2.5775 0.38
H 0.6512 -3.1597 -3.8094 0.24
H 1.7336 -4.1666 -1.6034 0.24
H -0.2631 -0.2635 2.0011 0.24
H 3.7805 -1.6466 1.7543 0.26
H 0.4217 1.4232 3.6910 0.25
H -2.1677 4.4667 -1.2731 0.25
H -4.3249 0.0754 -1.9683 0.23
H 0.4074 -4.1605 -0.4115 0.25
H 1.9091 -2.1109 -3.1619 0.25
H -4.4242 4.3378 -2.3158 0.23
```

Computed properties:
Structure (SMILES): C/C(CC(=O)Nc1ccc([N+](=O)[O-])cc1)=N\NC(=O)c1ccccc1[N+](=O)[O-]
F_max in eV/Å: 1.4
E_LUMO in eV: -1.0
Highest occupied orbital energy in Ha: -0.3188
Orbital gap in eV: 7.68
Total charge: 0

=====

# 6
Below is one molecule with the formula C17H15NO2, with properties calculated with the ωB97M-V functional and the def2-TZVPD basis.

Structure (XYZ):
```
35
Properties=species:S:1:pos:R:3:nbo_charge:R:1
O 0.2672 2.8933 -1.3411 -0.61
O -1.1552 0.0146 1.7717 -0.70
N -0.6781 1.0681 -0.2904 -0.46
C -2.0114 1.0449 -0.8020 -0.06
C 2.0195 -0.1772 1.8653 -0.20
C 1.1266 0.4143 0.9979 -0.05
C -0.2688 -3.8376 -1.2072 -0.21
C 0.3193 -2.7511 -1.8342 -0.22
C -0.8953 -2.4329 0.6355 -0.20
C 2.7404 2.0917 0.3570 -0.19
C -3.0539 1.9750 -0.2390 -0.43
C 0.3022 -1.5079 -1.2300 -0.15
C 3.6413 1.5001 1.2294 -0.21
C -0.3101 -1.3450 0.0067 -0.09
C 1.4786 1.5354 0.2543 -0.08
C -0.8749 -3.6759 0.0262 -0.21
C -0.2966 0.0234 0.6652 0.43
C 3.2848 0.3849 1.9745 -0.19
C 0.3192 1.9559 -0.5744 0.66
C -2.5610 2.1507 -1.6435 -0.42
H -4.0466 1.5869 -0.0711 0.22
H -1.9171 2.9881 -1.8543 0.26
H -1.3692 -2.2942 1.5938 0.23
H 4.6344 1.9116 1.3322 0.22
H -0.2537 -4.8080 -1.6808 0.21
H -2.3200 0.0283 -1.0264 0.22
H -1.3353 -4.5197 0.5186 0.21
H -3.2112 1.8722 -2.4589 0.22
H 0.7941 -2.8720 -2.7964 0.22
H 3.0012 2.9590 -0.2292 0.23
H 4.0038 -0.0560 2.6490 0.22
H 0.7594 -0.6595 -1.7186 0.21
H 1.7397 -1.0473 2.4394 0.23
H -2.7353 2.7016 0.4931 0.21
H -1.1380 0.8844 2.1878 0.48
```

Computed properties:
Relative energy (zero: lowest compared OMol25 entry of this formula, charge and spin) in kJ/mol: 31.4
Structure (SMILES): O=C1c2ccccc2[C@](O)(c2ccccc2)N1C1CC1
F_max in eV/Å: 0.7
E_LUMO in eV: 0.6
Highest occupied orbital energy in Ha: -0.3308
Orbital gap in eV: 9.59
Total charge: 0

=====

Repeat the sixth record exactly.
Below is one molecule with the formula C17H15NO2, with properties calculated with the ωB97M-V functional and the def2-TZVPD basis.

Structure (XYZ):
```
35
Properties=species:S:1:pos:R:3:nbo_charge:R:1
O 0.2672 2.8933 -1.3411 -0.61
O -1.1552 0.0146 1.7717 -0.70
N -0.6781 1.0681 -0.2904 -0.46
C -2.0114 1.0449 -0.8020 -0.06
C 2.0195 -0.1772 1.8653 -0.20
C 1.1266 0.4143 0.9979 -0.05
C -0.2688 -3.8376 -1.2072 -0.21
C 0.3193 -2.7511 -1.8342 -0.22
C -0.8953 -2.4329 0.6355 -0.20
C 2.7404 2.0917 0.3570 -0.19
C -3.0539 1.9750 -0.2390 -0.43
C 0.3022 -1.5079 -1.2300 -0.15
C 3.6413 1.5001 1.2294 -0.21
C -0.3101 -1.3450 0.0067 -0.09
C 1.4786 1.5354 0.2543 -0.08
C -0.8749 -3.6759 0.0262 -0.21
C -0.2966 0.0234 0.6652 0.43
C 3.2848 0.3849 1.9745 -0.19
C 0.3192 1.9559 -0.5744 0.66
C -2.5610 2.1507 -1.6435 -0.42
H -4.0466 1.5869 -0.0711 0.22
H -1.9171 2.9881 -1.8543 0.26
H -1.3692 -2.2942 1.5938 0.23
H 4.6344 1.9116 1.3322 0.22
H -0.2537 -4.8080 -1.6808 0.21
H -2.3200 0.0283 -1.0264 0.22
H -1.3353 -4.5197 0.5186 0.21
H -3.2112 1.8722 -2.4589 0.22
H 0.7941 -2.8720 -2.7964 0.22
H 3.0012 2.9590 -0.2292 0.23
H 4.0038 -0.0560 2.6490 0.22
H 0.7594 -0.6595 -1.7186 0.21
H 1.7397 -1.0473 2.4394 0.23
H -2.7353 2.7016 0.4931 0.21
H -1.1380 0.8844 2.1878 0.48
```

Computed properties:
Relative energy (zero: lowest compared OMol25 entry of this formula, charge and spin) in kJ/mol: 31.4
Structure (SMILES): O=C1c2ccccc2[C@](O)(c2ccccc2)N1C1CC1
F_max in eV/Å: 0.7
E_LUMO in eV: 0.6
Highest occupied orbital energy in Ha: -0.3308
Orbital gap in eV: 9.59
Total charge: 0